Record 1
Density functional theory data (the ωB97M-V functional and the def2-TZVPD basis) for a structure of composition C5H12O3 at a distorted geometry.

The geometry in ORCA input format:
```
! RIJCOSX wB97M-V def2-TZVPD def2/J DEFGRID3
* xyz 0 1
C 0.27489 0.26511 0.38170
C 0.14687 -0.97959 -0.34796
C -1.61053 -1.02045 -0.43269
C -0.15013 0.33304 1.82803
C 0.21165 1.55907 -0.38008
O 2.08436 -0.17445 0.49361
O 2.68611 -0.19719 -0.83773
O -2.20038 -0.04797 -1.24182
H 3.56684 -0.50960 -0.57889
H -1.91996 -0.18311 -2.15684
H 0.41393 -1.88916 0.18535
H 0.46010 -0.94603 -1.38984
H -1.78048 -2.01767 -0.84956
H -2.12799 -1.01478 0.52565
H 1.02978 1.58782 -1.10921
H -0.14754 -0.65224 2.30051
H -1.13708 0.78921 1.93862
H 0.57048 0.95008 2.37371
H -0.70347 1.70688 -0.95573
H 0.33255 2.44103 0.25319
*
```

The HOMO-LUMO gap is 0.3379 Ha. As for the strongest force on any atom: 0.1169 hartree/bohr. The calculation puts the electronic energy at -11516.9906 eV. For the lowest unoccupied orbital energy, the calculation gives 0.8 eV.

---

Record 2
Density functional theory data (the ωB97M-V functional and the def2-TZVPD basis) for a cluster of 3 separate species, C5H12O3 in total at a distorted geometry.

The geometry in ORCA input format:
```
! RIJCOSX wB97M-V def2-TZVPD def2/J DEFGRID3
* xyz 0 1
C -3.85189 0.59927 -0.40371
C -2.85325 -0.49954 -0.20446
C -1.45174 -0.31865 -0.50758
C -0.31682 -1.17393 -0.47732
C 0.97021 -0.61068 -0.17112
O 1.78425 -1.29455 0.76040
H -3.44893 1.43500 0.14279
H -3.92354 0.88168 -1.50084
H -4.76192 0.29591 0.02699
H -3.15696 -1.42426 0.26942
H -1.20206 0.73158 -0.66609
H -0.28691 -2.19890 -0.73413
H 0.76649 0.47569 0.29536
H 1.67240 -0.39831 -1.02521
H 2.70194 -0.89205 0.78563
H 4.69253 -0.75227 1.14470
O 4.05895 -0.13914 0.84330
H 2.98679 2.47737 0.78914
H 3.08675 1.00877 0.46286
O 2.53371 1.79702 0.16986
*
```

The HOMO-LUMO gap is 0.1624 Ha. As for the strongest force on any atom: 0.0839 hartree/bohr. The calculation puts the electronic energy at -11516.2394 eV. For the lowest unoccupied orbital energy, the calculation gives -3.3 eV.

---

Record 3
Density functional theory data (the ωB97M-V functional and the def2-TZVPD basis) for a cluster of 3 separate species, C5H12O3 in total at a distorted geometry.

The geometry in ORCA input format:
```
! RIJCOSX wB97M-V def2-TZVPD def2/J DEFGRID3
* xyz 0 1
C -3.57786 -0.96054 0.47196
C -2.86581 0.24870 -0.02489
C -1.45492 0.32055 0.03449
C -0.52244 1.28128 -0.37482
C 0.93247 0.99247 -0.20953
O 1.69683 1.19568 -1.39709
H -4.67069 -0.75931 0.47697
H -3.40423 -1.84610 -0.14984
H -3.30025 -1.19223 1.49152
H -3.40859 1.11951 -0.50815
H -1.01128 -0.54623 0.39583
H -0.83102 2.13987 -0.98991
H 1.03032 -0.05299 0.02953
H 1.38685 1.60370 0.63932
H 2.61936 0.88931 -1.17249
H 4.73655 0.15920 -0.47338
O 3.81413 0.21148 -0.35582
H 3.09024 -2.34061 1.01618
H 3.18943 -0.87029 0.30404
O 2.55093 -1.59344 0.79609
*
```

The HOMO-LUMO gap is 0.1537 Ha. As for the strongest force on any atom: 0.0542 hartree/bohr. The calculation puts the electronic energy at -11517.0581 eV. For the lowest unoccupied orbital energy, the calculation gives -3.5 eV.

---

Record 4
Density functional theory data (the ωB97M-V functional and the def2-TZVPD basis) for a structure of composition C5H12O5RbS at a distorted geometry.

The geometry in ORCA input format:
```
! RIJCOSX wB97M-V def2-TZVPD def2/J DEFGRID3
* xyz -1 1
Rb -0.88793 -1.98945 -0.81804
O 0.99687 -2.51129 -0.88164
C 2.02426 -1.82608 -0.10140
C 3.42639 -1.27831 -0.63633
O 3.42781 -0.58416 -1.85974
H 2.21906 -2.49430 0.73742
H 1.55225 -0.93526 0.31306
H 4.17374 -2.07173 -0.64337
H 3.60296 -0.40483 -0.00866
O -1.97547 -1.23707 0.77734
S -2.66832 0.03946 0.69207
O -3.74556 0.34802 1.59572
O -1.52549 1.23544 0.98734
C -0.15090 0.99136 0.85764
C 0.48937 2.36656 0.62414
C -3.25117 0.30885 -1.06379
H 0.26763 0.34117 0.08941
H 0.18486 0.57128 1.80575
H 0.29826 3.22219 1.27180
H 0.04719 2.65028 -0.33089
H 1.56781 2.24754 0.51963
H -3.43404 1.38103 -1.13517
H -4.16576 -0.28402 -1.07477
H -2.47377 -0.08673 -1.71744
*
```

The HOMO-LUMO gap is 0.1112 Ha. As for the strongest force on any atom: 0.1937 hartree/bohr. The calculation puts the electronic energy at -27099.6591 eV. For the lowest unoccupied orbital energy, the calculation gives 1.7 eV.

---

Record 5
Density functional theory data (the ωB97M-V functional and the def2-TZVPD basis) for the molecule C5H12OS at a distorted geometry.

The geometry in ORCA input format:
```
! RIJCOSX wB97M-V def2-TZVPD def2/J DEFGRID3
* xyz 0 1
C -1.92519 -0.03022 -1.63687
C -0.85510 -1.15577 -1.51958
C 0.53708 -0.70423 -0.96238
S 0.39255 -0.22281 0.76076
C 2.16218 -0.14804 1.00039
C -0.04317 1.43156 1.76960
O -0.24791 -1.31716 1.50981
H -2.06894 0.55636 -0.68469
H -1.63418 0.64053 -2.42451
H -3.00788 -0.43627 -1.74994
H -0.69562 -1.61645 -2.39757
H -1.35644 -1.96856 -0.89179
H 1.15825 0.17441 -1.39702
H 2.48710 -0.18102 2.10448
H 2.73410 -0.91726 0.35849
H 2.55328 0.92328 0.67720
H -1.07017 1.65484 1.38052
H 0.08964 1.14396 2.73471
H 0.79041 2.17286 1.36840
*
```

The HOMO-LUMO gap is 0.3021 Ha. As for the SMILES: CCC=S(C)(C)=O. As for the strongest force on any atom: 0.1145 hartree/bohr. The calculation puts the electronic energy at -18257.4490 eV. For the lowest unoccupied orbital energy, the calculation gives 0.6 eV.

---

Record 6
Density functional theory data (the ωB97M-V functional and the def2-TZVPD basis) for a cluster of 2 separate species, C5H12OS3 in total at a distorted geometry.

The geometry in ORCA input format:
```
! RIJCOSX wB97M-V def2-TZVPD def2/J DEFGRID3
* xyz 0 1
C -2.35372 0.10395 -1.61741
C 1.65950 0.63574 1.84547
C 1.18061 -2.12405 0.32430
C -2.48033 0.66776 -0.28480
C 0.33694 0.52465 0.22105
O 2.80754 -0.35051 -0.88285
S 0.41064 2.09534 -0.67539
S -1.19249 0.02490 0.81416
S 1.31798 -0.73409 -0.87995
H -3.23879 0.13664 -2.34839
H -1.45582 0.47712 -2.12962
H -2.07248 -0.96739 -1.60143
H 1.81128 1.62453 2.15064
H 2.61254 0.22040 1.44519
H 1.05771 -0.01954 2.44021
H 1.58868 -3.08771 -0.06385
H 0.16746 -2.03331 0.76737
H 1.93221 -1.77327 1.01561
H -3.42840 0.52130 0.16936
H -2.41849 1.74816 -0.31094
H 1.75743 2.30936 -0.39874
*
```

The HOMO-LUMO gap is 0.3233 Ha. As for the strongest force on any atom: 0.0890 hartree/bohr. The calculation puts the electronic energy at -39929.3365 eV. For the lowest unoccupied orbital energy, the calculation gives 0.5 eV.

---

Record 7
Density functional theory data (the ωB97M-V functional and the def2-TZVPD basis) for a structure of composition C5H12OSi at a distorted geometry.

The geometry in ORCA input format:
```
! RIJCOSX wB97M-V def2-TZVPD def2/J DEFGRID3
* xyz 0 1
C -0.12715 -1.09886 0.34062
C 1.02755 -2.12792 0.22261
C -1.44129 -1.67320 0.68049
C -1.57820 2.43626 -0.47890
C 1.87745 1.47832 -0.71679
O 0.26577 -0.07559 1.46714
Si 0.21371 0.79181 0.06014
H 0.73363 -3.14321 0.30777
H 1.58668 -1.97841 1.08795
H 1.62540 -1.91769 -0.67184
H -1.32098 -2.47701 1.40532
H -1.85451 -2.11917 -0.26484
H -2.07930 -0.92044 1.04830
H -2.43052 2.45823 0.30269
H -1.07035 3.37273 -0.78890
H -1.92569 1.95809 -1.36763
H 2.85874 0.91702 -0.68217
H 1.54254 1.66722 -1.75942
H 2.09652 2.45180 -0.19253
*
```

The HOMO-LUMO gap is 0.3427 Ha. As for the strongest force on any atom: 0.0514 hartree/bohr. The calculation puts the electronic energy at -15302.5904 eV. For the lowest unoccupied orbital energy, the calculation gives 0.6 eV.

---

Record 8
Density functional theory data (the ωB97M-V functional and the def2-TZVPD basis) for the molecule C5H12OSi at a distorted geometry.

The geometry in ORCA input format:
```
! RIJCOSX wB97M-V def2-TZVPD def2/J DEFGRID3
* xyz 0 1
C 1.92571 2.64576 -0.32258
C 1.23807 1.43146 0.25577
C 0.41264 0.73010 -0.44101
Si -0.72502 -0.82307 0.49565
C -0.13568 -2.60079 0.11451
C -2.35146 -0.60399 -0.37778
O -0.59983 -0.64654 2.10416
H 2.16680 2.60700 -1.32395
H 2.75832 2.65708 0.39153
H 1.21593 3.48717 -0.22223
H 1.10863 1.27305 1.31899
H 0.43787 0.67729 -1.44605
H 0.74333 -2.79685 0.75648
H -1.03567 -3.19943 0.40551
H -0.02499 -2.82321 -0.90860
H -2.36583 -1.41806 -1.02777
H -3.31188 -0.81144 0.21739
H -2.46629 0.39710 -0.97142
H 0.20803 -0.78101 2.64774
*
```

The HOMO-LUMO gap is 0.3566 Ha. As for the SMILES: C/C=C/[Si](C)(C)O. As for the strongest force on any atom: 0.1264 hartree/bohr. The calculation puts the electronic energy at -15304.3431 eV. For the lowest unoccupied orbital energy, the calculation gives 0.7 eV.

---

Record 9
Density functional theory data (the ωB97M-V functional and the def2-TZVPD basis) for the molecule C5H12OSi at a distorted geometry.

The geometry in ORCA input format:
```
! RIJCOSX wB97M-V def2-TZVPD def2/J DEFGRID3
* xyz 0 1
C 0.74748 -1.70351 -0.87334
C 0.98875 -0.25571 -0.36901
C 2.38473 0.02654 0.30246
C -0.00744 0.64233 -0.32442
C -0.17657 1.92002 0.30562
O -1.53092 0.07766 -0.78195
Si -2.65373 -0.35282 0.28575
H 0.68365 -1.76036 -1.94633
H -0.28761 -2.11294 -0.68910
H 1.41075 -2.37437 -0.34833
H 2.28853 -0.53961 1.22442
H 2.40167 1.10101 0.56936
H 3.28277 -0.40938 -0.18219
H 0.74431 2.49344 0.63195
H -0.61955 2.56833 -0.54964
H -0.84037 1.74801 1.10655
H -1.72700 -0.95630 1.26472
H -3.37571 0.82432 0.93416
H -3.71375 -0.93665 -0.56070
*
```

The HOMO-LUMO gap is 0.3662 Ha. As for the SMILES: CC(C)=C(C)O[SiH3]. As for the strongest force on any atom: 0.0988 hartree/bohr. The calculation puts the electronic energy at -15302.6901 eV. For the lowest unoccupied orbital energy, the calculation gives 0.9 eV.

---

Record 10
Density functional theory data (the ωB97M-V functional and the def2-TZVPD basis) for the molecule C5H12S2 at a distorted geometry.

The geometry in ORCA input format:
```
! RIJCOSX wB97M-V def2-TZVPD def2/J DEFGRID3
* xyz 0 1
C -1.15839 0.31231 -1.46797
C -0.26874 -0.65176 -0.72440
S -1.14747 -1.91091 0.27801
C 0.67606 0.25060 0.18496
C -0.13179 1.01486 1.25667
C 1.68836 -0.74492 0.71826
S 3.04073 -1.00962 -0.27337
H -2.02738 0.53969 -0.92502
H -1.44979 -0.24287 -2.33515
H -0.50063 1.11932 -2.00292
H 0.31043 -1.18505 -1.43443
H -2.37286 -1.74381 -0.22415
H 1.12933 0.98896 -0.39002
H 0.46247 1.15248 2.22474
H -0.33820 2.04456 0.81903
H -0.97264 0.54652 1.54024
H 1.98709 -0.38074 1.65632
H 1.29515 -1.69365 1.02676
H 3.27486 0.37077 -0.25912
*
```

The HOMO-LUMO gap is 0.3536 Ha. As for the SMILES: C[C@H](S)[C@@H](C)CS. As for the strongest force on any atom: 0.0931 hartree/bohr. The calculation puts the electronic energy at -27048.8226 eV. For the lowest unoccupied orbital energy, the calculation gives 0.8 eV.

---

Record 11
Density functional theory data (the ωB97M-V functional and the def2-TZVPD basis) for a structure of composition C5H12S2Si at a distorted geometry.

The geometry in ORCA input format:
```
! RIJCOSX wB97M-V def2-TZVPD def2/J DEFGRID3
* xyz 0 1
C -1.10555 0.12048 0.38057
C 1.31501 -1.64240 1.00433
C 0.73634 -0.54824 -1.92344
C 1.64433 1.40977 0.35250
C -2.01572 1.20194 0.57501
Si 0.67991 -0.19048 -0.04429
S -2.23223 -2.01001 -0.01316
S -3.73071 0.99822 -0.07101
H 0.64443 -2.49453 0.93324
H 2.29717 -1.96620 0.67459
H 1.38999 -1.36752 2.05164
H 0.99379 -1.58494 -2.10958
H -0.22926 -0.36686 -2.38319
H 1.46965 0.07876 -2.42319
H 1.59850 1.64740 1.41095
H 2.69013 1.30214 0.08530
H 1.25321 2.26159 -0.19732
H -2.16150 1.36872 1.65019
H -1.62728 2.12803 0.14083
H -3.61021 -0.34586 -0.09400
*
```

The HOMO-LUMO gap (alpha / beta) is 0.2283 / 0.2284 Ha. As for the strongest force on any atom: 0.1041 hartree/bohr. The calculation puts the electronic energy at -34923.7751 eV. For the lowest unoccupied orbital energy (alpha / beta), the calculation gives -2.2 / -2.2 eV.